1.
This record from the OMol25 dataset describes the molecule C5H8S in a non-equilibrium geometry. The level of theory is ωB97M-V/def2-TZVPD.

Computed properties:
max |F| = 2.1 eV/A
frontier orbital gap = 9.7 eV
E_tot = -593.4510 a.u.
HOMO energy = -8.7 eV
E_LUMO = 0.037 Eh
SMILES = C=C(C)[C@H]1CS1

Each line ends with the Mulliken charge.
Geometry (Å):
S 2.240 -0.435 0.694  -0.14
C -0.572 1.772 -0.336  -1.12
C -0.304 0.283 -0.367  0.75
C -0.800 -0.549 -1.310  -0.95
C 0.956 -1.599 1.007  -0.73
C 0.484 -0.223 0.795  -0.10
H 0.201 0.279 1.719  0.35
H 0.778 -2.349 0.262  0.28
H -1.359 2.070 -1.060  0.35
H 0.965 -1.931 2.035  0.27
H -0.955 1.949 0.684  0.29
H 0.321 2.377 -0.585  0.26
H -1.414 -0.054 -2.092  0.24
H -0.540 -1.589 -1.445  0.24

2.
This record from the OMol25 dataset describes a cluster of 2 separate species, C5H8S in total in a non-equilibrium geometry. The level of theory is ωB97M-V/def2-TZVPD.

Computed properties:
max |F| = 5.2 eV/A
frontier orbital gap = 8.5 eV
E_tot = -593.2709 a.u.
HOMO energy = -8.8 eV
E_LUMO = -0.011 Eh

Each line ends with the Mulliken charge.
Geometry (Å):
S 3.332 -0.399 0.184  -0.21
C -0.819 -1.002 0.224  -0.04
C -1.939 -1.106 0.804  -0.76
C -0.386 0.171 -0.512  -0.35
C 0.905 0.821 0.159  -0.74
C 2.141 0.527 -0.466  -0.34
H -0.074 -0.220 -1.534  0.26
H -2.595 -1.907 1.015  0.29
H 2.324 0.952 -1.457  0.31
H -0.372 -1.922 0.050  0.42
H 0.804 0.550 1.188  0.46
H 0.731 1.839 0.290  0.42
H -2.925 0.671 0.558  0.04
H -1.127 1.027 -0.503  0.24

3.
This record from the OMol25 dataset describes the molecule C5H8S in a non-equilibrium geometry. The level of theory is ωB97M-V/def2-TZVPD.

Computed properties:
max |F| = 5.6 eV/A
frontier orbital gap = 8.0 eV
E_tot = -593.3451 a.u.
HOMO energy = -8.4 eV
E_LUMO = -0.013 Eh
SMILES = CC1CC(=S)C1

Each line ends with the Mulliken charge.
Geometry (Å):
S 3.352 -0.005 0.207  -0.26
C -0.475 0.087 -0.362  0.14
C -1.692 -0.153 0.445  -1.19
C 1.829 0.267 -0.280  0.00
C 0.604 1.169 -0.078  -0.35
C 0.846 -0.980 -0.230  -0.77
H -1.762 -0.047 1.688  0.25
H 1.130 -1.683 -1.000  0.35
H 0.206 2.265 -0.680  0.29
H 0.473 1.110 1.000  0.24
H -2.198 -1.126 0.029  0.29
H -2.407 0.630 0.186  0.37
H -0.813 0.019 -1.535  0.24
H 0.907 -1.555 0.613  0.39

4.
This record from the OMol25 dataset describes the molecule C5H8S in a non-equilibrium geometry. The level of theory is ωB97M-V/def2-TZVPD.

Computed properties:
max |F| = 3.3 eV/A
frontier orbital gap = 9.0 eV
E_tot = -593.4223 a.u.
HOMO energy = -8.3 eV
E_LUMO = 0.023 Eh
SMILES = C=CC(=C)SC

Each line ends with the Mulliken charge.
Geometry (Å):
S 0.772 0.990 0.382  -0.05
C -1.466 -0.409 0.803  -0.24
C -0.277 -0.851 -1.351  -1.00
C -0.392 -0.243 -0.143  0.91
C 2.066 0.754 -0.840  -1.03
C -1.640 0.218 1.975  -0.87
H -2.490 0.259 2.648  0.24
H 1.621 0.825 -1.786  0.32
H -0.901 0.892 2.345  0.21
H 2.428 -0.248 -0.608  0.33
H -0.853 -1.635 -1.640  0.34
H 2.734 1.429 -0.410  0.38
H 0.669 -0.894 -1.955  0.20
H -2.271 -1.087 0.579  0.25